Density functional theory data (ωB97M-V/def2-TZVPD) for a cluster of 2 separate species, C2H10N3O in total.

ORCA input file:
```
! RIJCOSX wB97M-V def2-TZVPD def2/J DEFGRID3
* xyz -1 1
N -0.96767 -1.51022 1.01225
C -0.10605 -0.77204 1.92894
N -0.35152 0.66814 2.06045
H -1.91560 -1.56933 1.37057
H -0.98811 -0.97731 0.10958
H -0.15275 -1.21903 2.92815
H 0.90669 -0.86370 1.53481
H -0.45903 0.98722 1.08330
H -1.20538 0.83954 2.57820
N 1.06780 0.89181 -2.72060
C 0.85956 0.38398 -1.33581
O -0.42756 0.45809 -0.96794
H 1.92928 0.54030 -3.11765
H 0.28726 0.54462 -3.26765
H 1.28258 -0.65844 -1.26663
H 1.53079 0.97807 -0.66791
*
```

Calculated total energy: -8754.0640 eV

Density functional theory data (ωB97M-V/def2-TZVPD) for a structure of composition C21H12BrCl2INOS3W.

ORCA input file:
```
! RIJCOSX wB97M-V def2-TZVPD def2/J DEFGRID3
* xyz 1 1
W 1.72533 -0.47740 -0.82063
Cl -0.78480 -3.20405 -3.97993
C -1.48553 -2.42088 -2.62772
C -2.83307 -2.67314 -2.28913
C -3.41487 -2.04303 -1.22919
Cl -5.06538 -2.36029 -0.84840
C -2.67639 -1.13252 -0.42462
C -3.16856 -0.44103 0.69742
C -2.33065 0.39191 1.39207
C -0.99704 0.52394 0.99099
N -0.50013 -0.10273 -0.06062
C -1.33605 -0.90596 -0.77397
C -0.75046 -1.53418 -1.88919
O 0.54748 -1.25216 -2.11923
H -3.40005 -3.36994 -2.88995
H -4.19710 -0.57774 1.00270
H -2.67484 0.94100 2.25624
H -0.32255 1.15497 1.55218
S 1.89635 -2.46491 0.33402
C 3.26594 -1.93161 1.30927
C 4.21922 -2.86761 1.71528
C 5.29275 -2.46492 2.48146
C 5.44203 -1.12367 2.83496
C 4.51667 -0.18548 2.42774
C 3.41093 -0.58026 1.67205
S 2.17241 0.59867 1.23683
H 4.10740 -3.90295 1.42216
H 6.02300 -3.19382 2.80494
H 6.28867 -0.81453 3.43255
H 4.63402 0.85647 2.69321
Br -1.90550 1.19825 -3.38148
C -1.84110 2.36000 -1.89546
C -3.04039 2.78252 -1.33747
C -3.03616 3.63463 -0.24419
C -1.83722 4.07274 0.29949
C -0.63593 3.65635 -0.25330
C -0.64229 2.80152 -1.34741
I 1.21204 2.20314 -2.10282
H -3.97185 2.44568 -1.77122
H -3.97680 3.96451 0.17573
H -1.83161 4.74534 1.14631
H 0.30424 3.99830 0.15893
S 3.59783 -0.30515 -1.75062
*
```

Calculated total energy: -163025.7227 eV

Density functional theory data (ωB97M-V/def2-TZVPD) for the ion C5H11N2O with charge +1 at a distorted geometry.

ORCA input file:
```
! RIJCOSX wB97M-V def2-TZVPD def2/J DEFGRID3
* xyz 1 3
C -0.38461 -0.96867 0.57010
C -1.94170 -0.80863 0.28420
C 3.02185 0.26733 -0.54885
C 1.68164 0.00956 -0.09252
C 0.06809 1.61412 0.43717
N 0.43696 0.21376 0.13065
N -2.02482 -0.53277 -1.12787
O 2.60396 -1.00931 0.01306
H -0.36776 -1.04815 1.70635
H -0.10904 -1.86776 0.14714
H -2.41260 -1.81316 0.49003
H -2.40717 0.03354 0.72267
H 3.24668 0.25687 -1.66766
H 3.83205 0.76091 -0.00822
H -0.72879 2.02443 -0.02798
H -0.16362 1.55946 1.47653
H 0.92077 2.22666 0.28863
H -2.64508 0.33164 -1.28989
H -2.62681 -1.24982 -1.50354
*
```

⟨S²⟩: 2.008
Calculated total energy: -10376.4325 eV

Density functional theory data (ωB97M-V/def2-TZVPD) for a structure of composition C5H16BrGaN4P.

ORCA input file:
```
! RIJCOSX wB97M-V def2-TZVPD def2/J DEFGRID3
* xyz -1 1
N -1.63684 3.01400 -0.32796
P -2.68405 1.83639 -0.54214
Ga -2.97716 0.10364 1.07440
Br -2.42669 1.23061 3.14152
C -1.67558 -1.39212 0.78748
C -0.27057 -1.05349 0.27914
C 0.62303 -0.45548 1.37460
C 1.69349 0.49344 0.85195
N 2.64941 -0.21829 -0.00933
C 2.53759 -0.14331 -1.38568
N 2.35361 0.97361 -1.97063
N 2.69107 -1.40257 -2.00656
H -1.24319 2.94859 0.60613
H -2.51354 1.18753 -1.80085
H -3.99256 2.29903 -0.87511
H -4.49610 -0.36223 1.11077
H -2.16924 -2.08855 0.09794
H -1.59528 -1.92782 1.74288
H -0.30470 -0.35064 -0.56348
H 0.19585 -1.97063 -0.11469
H 0.00711 0.06341 2.11350
H 1.12733 -1.26881 1.91688
H 2.22925 0.95471 1.68529
H 1.26609 1.29653 0.24732
H 2.84429 -1.15808 0.30609
H 2.17246 0.84688 -2.96230
H 2.59532 -1.34284 -3.01014
H 2.05447 -2.09064 -1.62331
*
```

Calculated total energy: -143114.8307 eV

Density functional theory data (ωB97M-V/def2-TZVPD) for a cluster of 2 separate species, C5H8N2O3 in total at a distorted geometry.

ORCA input file:
```
! RIJCOSX wB97M-V def2-TZVPD def2/J DEFGRID3
* xyz 0 1
C 2.16660 0.16266 -1.14384
C 1.68739 0.21477 0.26326
O 2.36605 -0.45136 1.19282
C 0.59649 0.94337 0.64589
N -0.11095 1.59244 -0.30847
O -1.17502 2.14467 0.02951
H 2.08959 -0.85725 -1.52114
H 3.21177 0.47021 -1.19238
H 1.55776 0.81903 -1.75760
H 3.04455 -1.01032 0.79419
H 0.28267 0.94349 1.68801
C -3.06823 -0.25534 0.35356
C -1.90782 -1.05131 0.06617
N -0.86095 -1.50612 -0.10039
O 0.19884 -2.03124 -0.29251
H -3.41026 -0.44890 1.37103
H -3.87133 -0.48026 -0.34697
H -2.79714 0.80146 0.25886
*
```

Calculated total energy: -14432.0984 eV
Structure (SMILES): C/C(O)=C\N=O.CC#[N+][O-]

Density functional theory data (ωB97M-V/def2-TZVPD) for a structure of composition C16H22N2O4OsPS2 at a distorted geometry.

ORCA input file:
```
! RIJCOSX wB97M-V def2-TZVPD def2/J DEFGRID3
* xyz 0 2
Os 1.78368 0.72222 0.57550
C 5.43587 -0.82516 -0.70970
C 4.27101 -0.75735 0.24670
O 3.78608 0.42014 0.49988
C 3.74534 -1.94344 0.79759
C 2.55143 -2.08689 1.49335
C 2.07706 -3.43266 1.94482
N 1.70902 -1.02849 1.69576
N 0.56422 -1.24131 2.31342
C -0.34250 -0.28642 2.16942
O -0.11979 0.72414 1.36975
C -1.64152 -0.36144 2.80785
C -2.11677 -1.52787 3.42118
C -3.42084 -1.58459 3.86890
C -4.26668 -0.49104 3.73393
C -3.78737 0.68259 3.17067
C -2.49273 0.74826 2.70599
H 5.53521 0.13802 -1.20528
H 5.28733 -1.60520 -1.45576
H 6.36140 -1.03007 -0.16895
H 4.30512 -2.84263 0.59209
H 2.83484 -4.18801 1.77090
H 1.16271 -3.70431 1.41865
H 1.83641 -3.39210 3.00694
H -1.45819 -2.37774 3.50965
H -3.79772 -2.49017 4.32234
H -5.29721 -0.55065 4.05493
H -4.43312 1.54430 3.08917
H -2.11273 1.64770 2.24815
C 0.50946 2.30990 -5.33519
C 0.83515 1.64552 -4.01407
O -0.24385 1.87943 -3.10462
P -0.01150 1.46422 -1.57472
S 1.31527 2.72837 -0.71391
S 0.55187 -0.49095 -1.56305
O -1.44599 1.74671 -0.97437
C -2.60648 0.96110 -1.29149
C -3.70364 1.87474 -1.81123
H 1.32138 2.14681 -6.03900
H 0.37502 3.37850 -5.18922
H -0.40121 1.88821 -5.75130
H 1.75496 2.05818 -3.58391
H 0.95584 0.56252 -4.13057
H -2.91480 0.46349 -0.36696
H -2.34144 0.20408 -2.03322
H -3.98876 2.58672 -1.04040
H -4.57326 1.28451 -2.09344
H -3.34757 2.42809 -2.67717
*
```

⟨S²⟩: 0.854
Calculated total energy: -61547.0437 eV

> What is the calculated total energy in the fifth record?

-14432.0984 eV

> Which value of calculated total energy does entry 3 give?

-10376.4325 eV